{"formula": "C3H4FO2Sr", "method": "ωB97M-V with the def2-TZVPD basis set", "elements": ["O", "Sr", "C", "C", "H", "H", "F", "C", "O", "H", "H"], "coordinates": [[0.053, 0.662, 1.080], [3.487, 0.575, 0.837], [1.040, 0.724, 0.132], [-1.073, -0.024, 0.513], [-1.808, 0.701, 0.142], [-1.526, -0.637, 1.301], [0.753, 1.846, -0.725], [-0.456, -0.853, -0.619], [0.910, -0.414, -0.658], [-0.930, -0.651, -1.588], [-0.451, -1.929, -0.413]], "mulliken_charge": [-0.2740, 1.9182, -0.4477, -0.3340, 0.2449, 0.2716, -0.3111, -0.2901, -0.2588, 0.2356, 0.2453], "e_homo_ev": -12.064, "e_tot_ev": -10815.6645, "fmax_ha_per_bohr": 0.020, "total_charge": 1, "mol_weight_g_mol": 178.7}

---

{"formula": "C3H4GdLiO3", "method": "ωB97M-V with the def2-TZVPD basis set", "elements": ["O", "C", "C", "H", "H", "H", "H", "Gd", "O", "C", "O", "Li"], "coordinates": [[-1.263, 1.741, -0.773], [-2.155, 1.066, -0.198], [-2.382, -0.267, -0.633], [1.526, -0.181, 1.641], [-2.931, 1.585, 0.384], [-1.579, -0.779, -1.167], [-3.282, -0.789, -0.312], [0.967, 1.797, -1.357], [2.369, 0.430, -0.114], [2.404, -0.293, 0.923], [3.141, -1.275, 1.052], [3.186, -3.035, 0.554]], "lowdin_spin": [0.1866, 0.2148, 0.5304, 0.0016, 0.0074, 0.0220, 0.0222, 6.7206, 0.2128, 0.0102, 0.0707, 0.0007], "e_homo_ev": [-22.020, -22.592], "multiplicity": 9, "e_above_lowest_ev": 0.0000, "e_tot_ev": -30325.5928, "fmax_ha_per_bohr": 0.094, "total_charge": 3, "mol_weight_g_mol": 252.3}

---

{"formula": "C3H4HgO4", "method": "ωB97M-V with the def2-TZVPD basis set", "elements": ["C", "C", "O", "O", "H", "H", "H", "H", "C", "O", "O", "Hg"], "coordinates": [[-2.040, -0.422, -0.098], [-0.747, 0.328, -0.207], [0.333, -0.250, -0.271], [-3.092, 0.488, 0.086], [-1.948, -1.135, 0.741], [-2.156, -1.018, -1.022], [-0.789, 1.417, 0.004], [-3.930, 0.019, 0.071], [3.901, 0.183, 1.122], [3.727, 1.245, 0.389], [3.943, -0.905, 0.409], [2.797, 0.051, -1.224]], "lowdin_spin": [0.0024, 0.0198, 0.0351, 0.0002, 0.0006, 0.0009, 0.0007, 0.0000, 0.2527, 0.1965, 0.1952, 0.2958], "e_homo_ev": [-1.917, -2.756], "multiplicity": 2, "e_above_lowest_ev": 1.8269, "e_tot_ev": -15538.2494, "fmax_ha_per_bohr": 0.075, "total_charge": -1, "mol_weight_g_mol": 304.7}

---

{"formula": "C3H4HoO2", "method": "ωB97M-V with the def2-TZVPD basis set", "elements": ["O", "C", "O", "C", "C", "Ho", "H", "H", "H", "H"], "coordinates": [[-3.878, 2.182, 0.415], [-2.693, 2.052, 0.375], [-0.780, -0.753, -0.406], [0.546, -1.194, -0.119], [1.510, 0.005, 0.010], [-0.423, 1.356, -0.436], [0.881, -1.880, -0.927], [0.541, -1.799, 0.813], [2.323, -0.030, -0.735], [1.974, 0.061, 1.009]], "lowdin_spin": [0.1844, 0.3506, 0.0084, 0.0003, -0.0084, 4.4657, -0.0003, -0.0002, -0.0005, -0.0002], "e_homo_ev": [-6.003, -8.364], "multiplicity": 6, "e_tot_ev": -33064.1336, "fmax_ha_per_bohr": 0.083, "total_charge": 0, "mol_weight_g_mol": 237.0}